{"formula": "C23H43N4O3", "method": "the ωB97M-V functional and the def2-TZVPD basis", "spin_multiplicity": 3, "s2": 2.009, "fmax_ev_per_a": 5.240, "e_lumo_ha": [-0.12758, -0.12757], "charge": 1, "species": ["O", "C", "C", "C", "C", "N", "C", "N", "H", "H", "H", "H", "H", "H", "H", "C", "C", "C", "C", "C", "C", "N", "O", "C", "C", "C", "H", "H", "H", "H", "H", "H", "H", "H", "H", "H", "H", "H", "H", "H", "H", "H", "H", "H", "C", "C", "C", "C", "C", "C", "N", "O", "C", "C", "C", "H", "H", "H", "H", "H", "H", "H", "H", "H", "H", "H", "H", "H", "H", "H", "H", "H", "H"], "positions_angstrom": [[2.70, -6.53, 3.80], [3.01, -5.96, 2.72], [2.01, -5.95, 1.43], [0.55, -5.53, 1.98], [-0.48, -6.36, 2.78], [-1.59, -5.46, 3.05], [-1.36, -4.16, 2.46], [-0.08, -4.23, 1.82], [4.06, -5.47, 2.68], [2.42, -5.17, 0.70], [2.04, -7.02, 1.03], [-0.34, -7.46, 3.07], [-2.40, -5.78, 3.60], [-2.05, -3.26, 2.48], [0.42, -3.47, 1.32], [-2.80, 1.75, 4.88], [-1.70, 0.79, 4.39], [-0.36, 1.15, 5.07], [0.22, 2.46, 4.55], [0.37, 2.43, 3.03], [-0.92, 2.00, 2.28], [-1.60, 0.82, 2.89], [-0.92, -0.30, 2.50], [-1.91, 3.18, 2.20], [-0.52, 1.76, 0.79], [-2.16, -0.59, 4.92], [-3.07, 1.53, 5.92], [-2.51, 2.80, 4.88], [-3.72, 1.65, 4.28], [0.37, 0.36, 4.91], [-0.50, 1.23, 6.15], [-0.40, 3.31, 4.85], [1.21, 2.63, 5.00], [0.68, 3.42, 2.68], [1.18, 1.74, 2.79], [-2.87, 2.86, 1.76], [-1.53, 3.98, 1.56], [-2.12, 3.65, 3.16], [0.30, 1.04, 0.69], [-0.17, 2.69, 0.33], [-1.37, 1.41, 0.20], [-3.12, -0.88, 4.47], [-2.30, -0.57, 6.00], [-1.44, -1.39, 4.72], [2.19, -0.45, -4.94], [1.01, 0.06, -4.08], [-0.31, -0.17, -4.85], [-0.47, 0.76, -6.04], [-0.33, 2.22, -5.62], [0.94, 2.51, -4.78], [1.20, 1.50, -3.71], [0.37, 1.77, -2.67], [2.18, 2.62, -5.70], [0.79, 3.96, -4.22], [1.03, -0.87, -2.84], [2.20, -1.55, -4.97], [2.15, -0.14, -5.98], [3.15, -0.14, -4.51], [-1.17, -0.03, -4.18], [-0.37, -1.21, -5.19], [0.26, 0.52, -6.82], [-1.46, 0.61, -6.49], [-0.34, 2.85, -6.51], [-1.22, 2.49, -5.04], [3.10, 2.72, -5.11], [2.12, 3.50, -6.35], [2.30, 1.78, -6.37], [-0.13, 4.09, -3.65], [0.75, 4.69, -5.03], [1.63, 4.22, -3.57], [1.97, -0.75, -2.28], [0.97, -1.92, -3.14], [0.20, -0.70, -2.16]], "lowdin_charge": [0.0046, -0.1793, -0.0544, -0.1125, 0.0570, 0.0658, 0.0334, 0.1052, 0.1441, 0.1223, 0.1371, 0.1492, 0.1740, 0.1636, 0.1797, -0.0369, -0.4816, -0.1370, -0.1801, -0.1306, -0.4764, -0.0342, -0.0735, -0.0363, -0.0509, -0.0550, 0.0894, 0.0602, 0.0955, 0.1223, 0.1280, 0.1066, 0.1176, 0.1284, 0.1215, 0.0945, 0.0892, 0.0608, 0.0722, 0.0881, 0.0899, 0.0849, 0.0867, 0.0603, -0.0412, -0.4826, -0.1390, -0.1823, -0.1327, -0.4794, -0.0388, -0.0359, -0.0402, -0.0467, -0.0543, 0.0850, 0.0583, 0.0941, 0.1237, 0.1245, 0.1050, 0.1162, 0.1263, 0.1227, 0.0935, 0.0866, 0.0595, 0.0760, 0.0866, 0.0889, 0.0859, 0.0786, 0.0687]}